Record 1
Computed, not measured: a structure of composition C36H90F9O18Y in a non-equilibrium geometry, with wB97M-V/def2-TZVPD.

Properties
Gap between HOMO and LUMO   8.2 eV
ΔE to the lowest compared entry with this formula, charge and spin   89.4 kcal per mole
Net charge   0
Max |F|   4.19 eV Å⁻¹
HOMO   -9.203 eV

Each line ends with the Löwdin charge.
CARTESIAN COORDINATES (ANGSTROEM)
Y 12.5449 -2.1045 -1.6791  1.916
C 10.0066 0.4807 -0.9358  -0.363
O 9.9066 -0.1491 0.3722  -0.119
O 10.6841 -0.4607 -1.7135  -0.315
C 8.6088 1.0484 -1.5065  -0.555
F 7.6129 0.2212 -1.3942  0.171
F 8.1486 2.1121 -0.8016  0.110
F 8.6269 1.4790 -2.7906  0.124
C 10.0424 0.5547 1.6349  -0.216
C 10.1389 -0.4073 2.8507  -0.065
H 10.1448 0.0734 3.8289  0.073
H 9.3582 -1.1639 2.9304  0.073
H 11.0738 -0.9635 2.7828  0.052
H 9.1955 1.2404 1.6622  0.110
H 10.9450 1.1655 1.6534  0.094
H 10.6322 1.3622 -0.7952  0.135
C 14.5654 -0.6603 0.9895  -0.323
O 15.3531 -1.9066 0.9527  -0.106
O 13.4102 -0.9762 0.2817  -0.275
C 14.4451 -0.0366 2.4476  -0.508
F 13.4761 0.8927 2.4693  0.143
F 14.1766 -0.9670 3.3844  0.129
F 15.6008 0.5680 2.8322  0.112
C 16.7241 -1.6738 0.8368  -0.255
C 17.5017 -2.9938 0.9412  -0.046
H 18.5592 -2.7931 0.7699  0.066
H 17.3273 -3.5502 1.8622  0.058
H 17.1917 -3.6868 0.1591  0.062
H 17.1027 -1.1079 1.6880  0.094
H 16.9957 -1.0999 -0.0492  0.114
H 15.0593 0.1198 0.4102  0.142
C 15.8730 -2.8291 -3.1341  -0.303
O 16.0262 -1.4062 -3.2387  -0.149
O 14.5041 -3.0004 -2.7666  -0.316
C 16.4019 -3.6599 -4.4220  -0.515
F 15.7877 -4.8475 -4.5437  0.139
F 16.2047 -3.0194 -5.5786  0.152
F 17.7311 -3.9440 -4.3029  0.112
C 17.3591 -0.8855 -3.2497  -0.215
C 17.1799 0.6268 -2.9161  -0.051
H 18.1138 1.1318 -3.1631  0.079
H 16.3520 1.0452 -3.4885  0.062
H 16.8876 0.8563 -1.8914  0.066
H 17.8637 -1.0375 -4.2039  0.123
H 18.0653 -1.2579 -2.5076  0.094
H 16.4430 -3.0480 -2.2311  0.140
C 19.2488 -0.9713 3.7836  -0.067
C 18.6874 0.4682 3.9009  -0.317
O 19.7627 1.3778 3.9469  -0.072
H 18.4899 -1.7527 3.7437  0.041
H 19.9576 -1.1833 4.5841  0.081
H 19.7985 -1.0645 2.8469  0.060
H 18.0454 0.6002 4.7717  0.101
H 18.0531 0.6946 3.0439  0.086
H 20.2697 1.2760 3.1380  0.082
C 13.0776 1.6766 -4.0608  -0.044
C 13.6617 1.2667 -2.6628  -0.235
O 13.7026 -0.1660 -2.5690  -0.192
H 13.5499 1.1100 -4.8632  0.074
H 13.1325 2.7609 -4.1585  0.074
H 12.0135 1.4626 -4.1603  0.071
H 12.9290 1.6420 -1.9484  0.097
H 14.6500 1.6800 -2.4611  0.093
H 14.6033 -0.4518 -2.7378  0.036
C 21.6906 -4.2597 2.6043  -0.065
C 20.3101 -4.8439 2.9309  -0.284
O 20.2806 -6.0017 2.1406  -0.101
H 21.6774 -3.7535 1.6391  0.061
H 22.5154 -4.9358 2.8298  0.083
H 21.8730 -3.4500 3.3109  0.071
H 19.4842 -4.1614 2.7306  0.090
H 20.2400 -5.2007 3.9585  0.118
H 21.0574 -6.4857 2.4303  0.098
C 16.2866 3.7333 4.2837  -0.098
C 17.2241 4.7537 4.8741  -0.310
O 17.2228 4.4544 6.2672  -0.082
H 16.7342 2.7410 4.3385  0.047
H 16.0930 4.0031 3.2455  0.067
H 15.3386 3.7179 4.8214  0.080
H 16.7796 5.7411 4.7495  0.112
H 18.1933 4.7365 4.3757  0.112
H 17.7261 3.6435 6.3702  0.075
C 20.6186 -0.8112 -1.0877  -0.087
C 21.8750 -1.4649 -0.6126  -0.331
O 21.9756 -1.2306 0.7863  -0.083
H 20.5405 -0.8401 -2.1745  0.078
H 20.4975 0.2174 -0.7482  0.086
H 19.7930 -1.4252 -0.7277  0.051
H 22.7212 -0.9257 -1.0385  0.109
H 22.0426 -2.4806 -0.9710  0.110
H 22.7402 -1.7860 0.9554  0.072
C 11.8375 -3.7673 4.9541  -0.072
C 11.7368 -2.3296 5.4748  -0.308
O 12.3691 -2.3720 6.7427  -0.092
H 12.8316 -4.1071 4.6638  0.050
H 11.3869 -3.8448 3.9646  0.059
H 11.3422 -4.5002 5.5910  0.080
H 10.6995 -1.9947 5.4840  0.104
H 12.2631 -1.5985 4.8612  0.082
H 12.3551 -1.5596 7.2541  0.041
C 13.3674 -5.2864 1.6893  -0.062
C 14.0353 -5.0573 0.3382  -0.248
O 13.5064 -3.8018 -0.0698  -0.194
H 13.5019 -6.2840 2.1073  0.074
H 12.2937 -5.1036 1.7324  0.078
H 13.8011 -4.5761 2.3933  0.061
H 13.7590 -5.7647 -0.4437  0.121
H 15.1221 -5.1270 0.3855  0.104
H 13.9496 -3.1435 0.4704  0.036
C 16.0522 -7.9810 1.4774  -0.071
C 16.9783 -6.8083 1.8429  -0.320
O 17.8150 -6.4873 0.7495  -0.080
H 16.6374 -8.8505 1.1783  0.076
H 15.3001 -7.7588 0.7204  0.058
H 15.4425 -8.2784 2.3307  0.071
H 17.5258 -7.0962 2.7404  0.114
H 16.4658 -5.9361 2.2488  0.071
H 18.6366 -6.2665 1.1944  0.023
C 12.7477 4.2139 1.3670  -0.076
C 13.6711 3.6173 0.3306  -0.371
O 13.6870 4.3975 -0.8093  -0.058
H 11.7177 4.1943 1.0109  0.077
H 13.0224 5.2567 1.5256  0.077
H 12.8082 3.6674 2.3081  0.068
H 13.3013 2.6074 0.1535  0.087
H 14.6864 3.5686 0.7241  0.108
H 14.4937 4.2146 -1.2965  0.083
C 15.1156 0.2291 6.7034  -0.081
C 13.9264 0.8283 7.3946  -0.295
O 13.3384 -0.1816 8.1844  -0.086
H 14.8887 -0.6192 6.0576  0.050
H 15.8760 -0.0489 7.4332  0.084
H 15.6392 0.8997 6.0220  0.061
H 13.2102 1.2679 6.7005  0.121
H 14.2706 1.6149 8.0661  0.112
H 14.0222 -0.5195 8.7673  0.097
C 16.1718 -2.8370 5.0422  -0.085
C 16.5290 -4.2328 4.5898  -0.310
O 16.3768 -5.1263 5.6961  -0.067
H 15.1274 -2.7288 5.3350  0.062
H 16.3262 -2.1184 4.2374  0.053
H 16.7291 -2.4678 5.9031  0.087
H 17.5328 -4.4145 4.2057  0.093
H 15.8776 -4.5409 3.7720  0.080
H 15.5485 -4.8197 6.0722  0.072
C 19.8685 -5.3094 -1.7588  -0.074
C 20.8134 -6.3624 -1.2112  -0.343
O 21.4479 -6.9285 -2.3128  -0.071
H 20.4429 -4.4383 -2.0740  0.067
H 19.3181 -4.9767 -0.8788  0.049
H 19.2454 -5.7111 -2.5578  0.079
H 20.3995 -7.0827 -0.5056  0.106
H 21.5792 -5.8119 -0.6648  0.102
H 20.9389 -7.6702 -2.6479  0.088

Record 2
Computed, not measured: a cluster of 6 separate species, C36H90N6O12 in total in a non-equilibrium geometry, with wB97M-V/def2-TZVPD.

Properties
SMILES   COCCNCCOC.COCCNCCOC.COCCNCCOC.COCCNCCOC.COCCNCCOC.COCCNCCOC
Gap between HOMO and LUMO   8.9 eV
ΔE to the lowest compared entry with this formula, charge and spin   378.9 kcal per mole
Net charge   0
Max |F|   4.40 eV Å⁻¹
HOMO   -8.304 eV

Each line ends with the Löwdin charge.
CARTESIAN COORDINATES (ANGSTROEM)
C 4.8798 -4.1107 -4.4145  -0.143
O 4.7744 -2.7216 -4.4608  -0.171
C 3.8548 -2.3078 -3.4515  -0.212
C 3.2736 -0.9152 -3.7284  -0.212
N 2.5985 -0.6919 -4.9644  -0.056
C 1.9548 0.6350 -5.0839  -0.208
C 1.6367 1.1662 -6.4600  -0.229
O 2.7550 1.3603 -7.2889  -0.183
C 3.5705 2.5449 -7.1446  -0.088
H 5.4645 -4.4701 -3.5677  0.091
H 5.3456 -4.3520 -5.3699  0.087
H 3.9738 -4.6881 -4.5982  0.080
H 4.3879 -2.2803 -2.5012  0.111
H 2.9927 -2.9748 -3.4564  0.113
H 4.2115 -0.3625 -3.7832  0.119
H 2.5693 -0.6338 -2.9456  0.123
H 3.1546 -0.8780 -5.7867  0.110
H 2.5898 1.4235 -4.6799  0.107
H 1.0182 0.5232 -4.5376  0.112
H 1.2287 2.1673 -6.3202  0.115
H 0.9295 0.4366 -6.8545  0.113
H 4.0324 2.6575 -6.1637  0.077
H 3.1052 3.4997 -7.3896  0.082
H 4.4475 2.4755 -7.7882  0.084
C -1.1648 0.2007 -1.6256  -0.115
O 0.1686 0.2683 -1.1872  -0.192
C 0.1996 1.3345 -0.2062  -0.205
C 1.6048 1.2846 0.4074  -0.190
N 1.9758 -0.0939 0.8192  -0.040
C 3.3502 -0.2098 1.1687  -0.220
C 3.8183 -1.7112 1.2572  -0.237
O 3.6981 -2.3290 0.0229  -0.221
C 3.7276 -3.7538 0.0056  -0.072
H -1.4514 1.0600 -2.2318  0.087
H -1.9495 -0.0777 -0.9221  0.076
H -0.9642 -0.5854 -2.3536  0.074
H -0.5252 1.1334 0.5827  0.103
H 0.1215 2.3482 -0.5991  0.126
H 1.5270 1.9283 1.2836  0.109
H 2.2697 1.7157 -0.3410  0.113
H 1.5487 -0.7758 0.2088  0.105
H 3.6017 0.2376 2.1303  0.100
H 4.1196 0.1771 0.5005  0.112
H 3.0439 -2.2482 1.8050  0.108
H 4.6715 -1.8966 1.9097  0.120
H 3.9623 -4.1517 -0.9817  0.075
H 2.6692 -3.9428 0.1850  0.087
H 4.2791 -4.1531 0.8568  0.089
C 1.1071 0.7727 4.4878  -0.067
O 1.7999 1.0390 5.7303  -0.239
C 2.8919 1.9403 5.9101  -0.196
C 2.9247 2.2436 7.4329  -0.197
N 3.2347 3.6327 7.6411  -0.094
C 4.6566 3.9415 7.5720  -0.188
C 4.8496 5.4463 8.0108  -0.200
O 4.5052 5.5624 9.4016  -0.204
C 3.9662 6.8336 9.7359  -0.106
H 0.3123 1.5071 4.3573  0.079
H 0.5287 -0.1499 4.5340  0.068
H 1.8329 0.6526 3.6835  0.063
H 2.6205 2.8128 5.3159  0.117
H 3.7430 1.4515 5.4359  0.113
H 3.5346 1.5536 8.0160  0.117
H 1.8785 2.1266 7.7153  0.121
H 3.0074 3.8562 8.5995  0.099
H 4.8716 3.8762 6.5054  0.112
H 5.2652 3.2273 8.1267  0.115
H 4.4108 6.1125 7.2680  0.116
H 5.8792 5.7849 7.8952  0.109
H 4.7571 7.5475 9.5061  0.081
H 3.7776 6.9340 10.8047  0.087
H 3.0893 7.0474 9.1248  0.088
C 1.1385 -4.0806 -6.7878  -0.109
O -0.2189 -3.8896 -7.1114  -0.180
C -0.7839 -2.6980 -6.6329  -0.189
C -1.0506 -2.5691 -5.0590  -0.212
N -1.2003 -3.8475 -4.3985  -0.049
C -1.4872 -3.7301 -2.9453  -0.183
C -1.4558 -5.1362 -2.3321  -0.246
O -0.1051 -5.2147 -1.9887  -0.186
C 0.2906 -6.5304 -1.6130  -0.100
H 1.5386 -5.0896 -6.8871  0.092
H 1.2993 -3.9090 -5.7235  0.060
H 1.7644 -3.3251 -7.2628  0.089
H -1.7853 -2.6019 -7.0525  0.114
H -0.1559 -1.8670 -6.9542  0.099
H -1.9404 -1.9609 -4.8962  0.110
H -0.1809 -2.0177 -4.7018  0.086
H -0.3022 -4.2661 -4.5944  0.084
H -2.4757 -3.2817 -2.8456  0.115
H -0.7561 -3.1316 -2.4018  0.108
H -1.7379 -5.9946 -2.9417  0.120
H -2.2571 -5.2488 -1.6017  0.102
H -0.4696 -7.1510 -1.1387  0.086
H 1.1237 -6.5585 -0.9107  0.079
H 0.6283 -7.0700 -2.4978  0.086
C -2.2949 3.4936 -5.2249  -0.119
O -3.0959 3.0475 -4.1651  -0.215
C -4.4447 3.5966 -4.1531  -0.196
C -5.0546 3.4835 -2.7798  -0.247
N -4.3149 4.1338 -1.7207  -0.064
C -4.8092 3.8989 -0.3711  -0.193
C -4.2619 2.6022 0.3240  -0.145
O -2.8516 2.8295 0.7796  -0.222
C -2.9157 3.5341 2.0413  -0.109
H -2.2601 4.5737 -5.0825  0.087
H -2.6316 3.1784 -6.2125  0.088
H -1.2791 3.1349 -5.0592  0.076
H -4.9529 3.0982 -4.9785  0.127
H -4.4343 4.6828 -4.2437  0.117
H -5.2876 2.4210 -2.7092  0.111
H -6.0581 3.9089 -2.7871  0.119
H -3.3186 3.9679 -1.7223  0.107
H -5.8866 3.9027 -0.5366  0.113
H -4.5370 4.8222 0.1403  0.110
H -4.2913 1.7731 -0.3831  0.110
H -4.8752 2.3441 1.1873  0.105
H -2.7668 2.7203 2.7510  0.072
H -3.7654 4.1575 2.3196  0.087
H -2.0174 4.1434 2.1407  0.084
C -2.8020 -3.2172 0.6669  -0.152
O -2.6351 -2.6593 1.8870  -0.206
C -2.7946 -1.1886 2.0633  -0.122
C -2.5145 -0.9177 3.5623  -0.220
N -3.4554 -1.5475 4.4285  -0.063
C -4.7660 -0.8766 4.3913  -0.212
C -5.8518 -1.9061 4.4701  -0.227
O -5.9319 -2.5341 5.7222  -0.195
C -6.1310 -1.6846 6.8831  -0.071
H -2.3480 -2.5379 -0.0546  0.081
H -3.8743 -3.4115 0.6431  0.091
H -2.3842 -4.2187 0.5638  0.080
H -3.8577 -0.9892 1.9281  0.106
H -2.0577 -0.5969 1.5202  0.105
H -2.5280 0.1498 3.7822  0.111
H -1.5470 -1.2746 3.9155  0.110
H -3.5284 -2.5546 4.4081  0.112
H -4.7496 -0.3393 3.4430  0.092
H -4.8040 -0.0463 5.0964  0.107
H -5.5383 -2.7534 3.8602  0.125
H -6.8453 -1.5982 4.1443  0.122
H -5.4154 -0.8626 6.8616  0.075
H -5.9723 -2.3179 7.7559  0.084
H -7.1778 -1.4111 7.0160  0.081

Record 3
Computed, not measured: a cluster of 9 separate species, C36H90O9 in total in a non-equilibrium geometry, with wB97M-V/def2-TZVPD.

Properties
SMILES   CCOCC.CCOCC.CCOCC.CCOCC.CCOCC.CCOCC.CCOCC.CCOCC.CCOCC
Gap between HOMO and LUMO   10.0 eV
ΔE to the lowest compared entry with this formula, charge and spin   28.1 kcal per mole
Net charge   0
Max |F|   3.17 eV Å⁻¹
HOMO   -9.383 eV

Each line ends with the Löwdin charge.
CARTESIAN COORDINATES (ANGSTROEM)
C 4.1798 1.8453 -7.0153  -0.084
C 4.1715 0.9494 -5.7963  -0.305
O 2.8569 0.4408 -5.7159  -0.191
C 2.7156 -0.5721 -4.7218  -0.281
C 1.4204 -1.3838 -4.8382  -0.076
H 5.2087 2.2344 -7.1705  0.084
H 3.8203 1.3271 -7.8751  0.062
H 3.5506 2.7549 -6.8954  0.084
H 4.9329 0.1320 -5.9211  0.125
H 4.4670 1.5449 -4.8825  0.126
H 3.5589 -1.3207 -4.8568  0.128
H 2.7067 -0.1013 -3.6671  0.129
H 0.5485 -0.6995 -4.7253  0.077
H 1.3510 -2.0916 -4.0664  0.044
H 1.2652 -1.8463 -5.8167  0.077
C -6.3198 0.7210 5.4699  -0.098
C -5.8063 1.1264 4.1171  -0.256
O -5.2789 -0.1366 3.5657  -0.173
C -4.9046 0.0528 2.2051  -0.298
C -4.4550 -1.2948 1.6794  -0.078
H -7.1344 1.3077 5.8349  0.056
H -6.7776 -0.2858 5.4446  0.086
H -5.5068 0.7163 6.2157  0.082
H -6.6438 1.6011 3.4658  0.140
H -4.9954 1.8742 4.1876  0.116
H -5.8185 0.3379 1.6356  0.125
H -4.1654 0.8297 2.0569  0.086
H -4.1831 -1.2503 0.6661  0.046
H -5.3542 -1.8924 1.7337  0.073
H -3.6655 -1.8374 2.2607  0.091
C 3.9001 3.1564 1.2410  -0.064
C 3.5126 1.9734 0.3915  -0.320
O 3.5356 0.8313 1.1474  -0.150
C 3.2752 -0.3427 0.4747  -0.270
C 3.4144 -1.4962 1.5127  -0.036
H 3.2722 3.2841 2.1290  0.058
H 4.9330 3.2154 1.6266  0.081
H 3.7360 4.0790 0.5948  0.087
H 2.5426 2.1784 -0.0577  0.094
H 4.1728 1.8089 -0.4399  0.103
H 2.2586 -0.3858 0.1574  0.087
H 3.9267 -0.5289 -0.4168  0.130
H 2.5981 -1.3737 2.2128  0.063
H 4.3824 -1.5167 1.9754  0.069
H 3.2179 -2.4353 1.0142  0.051
C 2.8286 3.5416 -2.8308  -0.055
C 1.6402 2.7103 -3.3449  -0.275
O 0.7070 3.6123 -3.8452  -0.175
C -0.4869 3.0153 -4.3769  -0.287
C -1.3612 4.1129 -4.8291  -0.089
H 3.2277 4.1824 -3.6209  0.080
H 2.6125 4.2073 -1.9917  0.062
H 3.5965 2.8963 -2.4212  0.052
H 1.9096 1.9813 -4.1265  0.100
H 1.1679 2.2471 -2.4709  0.102
H -0.2283 2.3034 -5.2034  0.133
H -0.9504 2.4337 -3.5487  0.108
H -1.6716 4.7433 -4.0215  0.062
H -2.3250 3.7116 -5.2195  0.092
H -0.9043 4.7382 -5.6145  0.090
C -0.2305 -3.8490 2.2350  -0.057
C 0.9757 -4.5735 1.6935  -0.299
O 1.2240 -4.0160 0.4198  -0.197
C 1.9190 -4.9409 -0.4248  -0.256
C 0.9140 -5.8312 -1.1460  -0.073
H -0.0869 -2.7481 2.2734  0.077
H -1.0409 -3.8783 1.4474  0.066
H -0.6274 -4.3083 3.1256  0.073
H 1.8857 -4.5020 2.3493  0.131
H 0.7948 -5.6366 1.6361  0.102
H 2.5845 -4.4143 -1.1095  0.115
H 2.5465 -5.6084 0.2272  0.124
H 1.3242 -6.4983 -1.8708  0.065
H 0.2682 -5.1671 -1.7293  0.065
H 0.2501 -6.3713 -0.4777  0.067
C 0.4732 5.4959 1.1425  -0.076
C 0.0824 4.5483 0.0587  -0.345
O -1.2104 4.0895 0.2627  -0.139
C -1.5252 3.1161 -0.7411  -0.256
C -2.9728 2.5825 -0.5384  -0.051
H 1.5197 5.8683 0.9474  0.093
H -0.2616 6.3105 1.0960  0.080
H 0.4376 5.0516 2.1213  0.067
H 0.2432 4.8891 -0.9849  0.123
H 0.8726 3.6854 0.1069  0.120
H -1.4503 3.5159 -1.7522  0.090
H -0.7136 2.3418 -0.6944  0.113
H -3.1285 1.7713 -1.2235  0.059
H -3.6248 3.4498 -0.6655  0.078
H -3.1830 2.1783 0.4939  0.062
C 3.6527 1.4759 4.5305  -0.069
C 3.2456 1.9214 5.9514  -0.290
O 2.0295 1.3590 6.3688  -0.188
C 1.5019 1.7962 7.6238  -0.258
C 0.8302 0.5226 8.1761  -0.065
H 4.5942 1.9653 4.3527  0.069
H 3.6889 0.3828 4.4357  0.083
H 2.9501 1.8363 3.7834  0.035
H 4.0454 1.6135 6.6387  0.112
H 3.2519 3.0564 5.9204  0.131
H 2.3370 2.1745 8.2748  0.126
H 0.7412 2.5520 7.4549  0.108
H 0.1564 0.2731 7.3749  0.070
H 0.4133 0.6824 9.1510  0.066
H 1.5894 -0.2352 8.2159  0.067
C -2.7804 -4.8009 -0.5727  -0.056
C -2.9852 -5.3959 -1.9711  -0.310
O -4.0450 -4.8835 -2.7378  -0.167
C -3.9492 -5.3129 -4.1080  -0.280
C -4.6217 -4.3189 -5.0059  -0.090
H -2.3659 -3.7577 -0.5699  0.071
H -3.7636 -4.8939 -0.1290  0.076
H -1.9822 -5.4287 -0.1282  0.066
H -2.0468 -5.3659 -2.5561  0.098
H -3.2866 -6.4530 -1.8908  0.123
H -2.8540 -5.3410 -4.3287  0.119
H -4.4147 -6.2847 -4.2380  0.116
H -4.5179 -4.6988 -5.9844  0.048
H -4.1330 -3.2891 -4.9751  0.104
H -5.7242 -4.2546 -4.8964  0.086
C -0.4807 -1.2357 -1.1682  -0.064
C -1.1040 -0.7074 0.0868  -0.322
O -0.2056 -0.1276 0.9828  -0.162
C -0.8314 0.5491 2.1054  -0.212
C 0.3116 1.0394 3.0261  -0.041
H 0.2814 -2.0059 -1.0158  0.067
H -1.2848 -1.6398 -1.7460  0.066
H -0.0044 -0.3931 -1.7267  0.080
H -1.8632 -0.0493 -0.2604  0.086
H -1.6134 -1.5573 0.5664  0.097
H -1.4274 1.3724 1.7123  0.094
H -1.4931 -0.1444 2.6540  0.117
H 0.9448 0.2349 3.3605  0.067
H -0.1742 1.5282 3.8388  0.068
H 0.9423 1.7212 2.4725  0.061